No. 1
A 3-piece molecular cluster, C17H41O8P overall. Source: OMol25; level of theory: wB97M-V/def2-TZVPD.

CARTESIAN COORDINATES (ANGSTROEM)
1 C 1.632 1.927 1.371
2 C 0.913 2.429 0.095
3 C 0.073 3.651 0.392
4 O 0.450 4.767 0.128
5 O -1.075 3.481 1.108
6 C -2.116 2.669 0.533
7 C -2.630 1.561 1.456
8 P -1.975 -0.175 0.997
9 H 2.711 1.896 1.206
10 H 1.315 0.926 1.663
11 H 1.420 2.594 2.213
12 H 1.651 2.751 -0.646
13 H 0.322 1.634 -0.380
14 H -1.769 2.261 -0.427
15 H -2.941 3.354 0.312
16 H -2.276 1.788 2.473
17 H -3.725 1.581 1.473
18 H -2.120 0.149 -0.395
19 H -3.031 -0.840 1.666
20 H -0.810 0.060 1.774
21 H -1.411 -1.459 0.588
22 C -2.580 -1.220 -7.779
23 O -2.486 -0.043 -7.012
24 C -3.699 0.686 -7.011
25 C -3.642 1.811 -6.003
26 O -3.884 1.391 -4.669
27 C -2.777 0.826 -3.986
28 C -1.833 1.857 -3.409
29 O -0.948 2.337 -4.399
30 C -0.206 3.446 -3.939
31 H -2.842 -0.997 -8.820
32 H -1.607 -1.706 -7.757
33 H -3.330 -1.904 -7.364
34 H -4.537 0.023 -6.762
35 H -3.874 1.108 -8.011
36 H -4.450 2.508 -6.235
37 H -2.692 2.345 -6.082
38 H -2.231 0.127 -4.623
39 H -3.210 0.267 -3.153
40 H -1.247 1.389 -2.601
41 H -2.418 2.686 -2.986
42 H -0.862 4.289 -3.696
43 H 0.472 3.742 -4.737
44 H 0.383 3.191 -3.049
45 C 1.142 0.002 4.663
46 O 2.043 -1.055 4.435
47 C 3.366 -0.709 4.803
48 C 4.265 -1.923 4.760
49 O 4.157 -2.751 5.906
50 C 3.063 -3.655 5.921
51 C 3.305 -4.914 5.120
52 O 3.086 -4.677 3.742
53 C 3.481 -5.773 2.951
54 H 1.435 0.898 4.104
55 H 0.160 -0.324 4.321
56 H 1.080 0.253 5.728
57 H 3.377 -0.288 5.816
58 H 3.752 0.051 4.107
59 H 5.298 -1.572 4.756
60 H 4.090 -2.492 3.843
61 H 2.143 -3.168 5.592
62 H 2.944 -3.943 6.968
63 H 2.622 -5.701 5.469
64 H 4.336 -5.253 5.285
65 H 4.555 -5.966 3.049
66 H 3.258 -5.528 1.915
67 H 2.932 -6.681 3.227

Orbital gap (eV): 9.213
Strongest force on any atom (eV/A): 0.91
2S+1: 1
SMILES string: CCC(=O)OCC[PH4].COCCOCCOC.COCCOCCOC
E (hartree): -1615.36290

Atom charges from the natural (NBO) analysis, given in e for atoms 1 to 4:
1. C -0.609
2. C -0.530
3. C 0.806
4. O -0.547



No. 2
One molecule with the formula C12H17N5S2. Source: OMol25; level of theory: wB97M-V/def2-TZVPD.

CARTESIAN COORDINATES (ANGSTROEM)
1 C -2.141 1.819 1.761
2 C -2.062 2.014 3.270
3 C -0.858 2.839 3.725
4 C 0.491 2.187 3.446
5 S 1.156 2.606 1.793
6 C 1.242 1.025 1.087
7 N 0.927 -0.106 1.664
8 N 1.138 -1.086 0.774
9 C 1.583 -0.554 -0.329
10 C 1.911 -1.278 -1.568
11 S 0.669 -0.899 -2.875
12 C -0.706 -1.768 -2.237
13 N -1.880 -1.462 -2.769
14 C -2.927 -2.101 -2.281
15 C -2.816 -3.037 -1.260
16 C -1.531 -3.288 -0.800
17 N -0.477 -2.663 -1.291
18 N 1.668 0.810 -0.191
19 C 2.105 1.777 -1.155
20 H -1.360 1.147 1.417
21 H -3.099 1.381 1.489
22 H -2.039 2.772 1.244
23 H -2.966 2.525 3.612
24 H -2.029 1.036 3.757
25 H -0.936 2.991 4.805
26 H -0.889 3.824 3.252
27 H 1.242 2.543 4.151
28 H 0.440 1.100 3.473
29 H 2.869 -0.967 -1.984
30 H 1.882 -2.349 -1.383
31 H -3.880 -1.844 -2.726
32 H -3.676 -3.543 -0.855
33 H -1.322 -4.008 -0.020
34 H 1.834 2.771 -0.801
35 H 1.624 1.584 -2.114
36 H 3.189 1.726 -1.280

Orbital gap (eV): 8.789
Strongest force on any atom (eV/A): 1.26
2S+1: 1
SMILES string: CCCCSc1nnc(CSc2ncccn2)n1C
ΔE to the lowest compared entry with this formula, charge and spin (kcal/mol): 1.25
E (hartree): -1537.61405

Atom charges from the natural (NBO) analysis, given in e for atoms 1 to 4:
1. C -0.615
2. C -0.390
3. C -0.406
4. C -0.516



No. 3
C26H40AgBrF5N5O4SSi as an isolated structure. Source: OMol25; level of theory: wB97M-V/def2-TZVPD.

CARTESIAN COORDINATES (ANGSTROEM)
1 Ag -1.648 -0.616 -1.225
2 N -3.708 -1.982 -1.739
3 C -3.819 -3.195 -0.934
4 C -3.084 -3.084 0.437
5 O -3.514 -3.830 1.339
6 O -2.093 -2.311 0.487
7 H -4.345 -1.286 -1.372
8 H -3.972 -2.151 -2.701
9 H -3.324 -4.013 -1.466
10 H -4.854 -3.494 -0.736
11 N -6.652 6.240 1.846
12 C -6.156 5.115 1.158
13 C -6.384 4.974 -0.211
14 C -5.958 3.837 -0.876
15 C -5.298 2.839 -0.183
16 C -5.066 2.966 1.174
17 C -5.487 4.105 1.843
18 S -4.728 1.365 -1.035
19 O -5.398 0.282 -0.348
20 O -5.066 1.523 -2.433
21 N -3.155 1.207 -0.763
22 C -2.333 2.160 -1.259
23 N -2.802 3.365 -1.671
24 C -1.955 4.187 -2.263
25 C -0.617 3.894 -2.440
26 C -0.198 2.691 -1.885
27 N -1.010 1.840 -1.291
28 H -6.759 7.054 1.264
29 H -6.150 6.449 2.694
30 H -6.884 5.773 -0.750
31 H -6.108 3.706 -1.940
32 H -4.550 2.168 1.694
33 H -5.291 4.223 2.904
34 H -2.381 5.133 -2.596
35 H 0.062 4.561 -2.952
36 H 0.849 2.398 -1.914
37 F -1.052 0.264 -4.252
38 C -0.709 -0.891 -3.514
39 F -1.277 -1.931 -4.279
40 C 0.776 -1.037 -3.806
41 F 1.497 -0.058 -3.202
42 F 1.143 -0.987 -5.127
43 F 1.257 -2.219 -3.346
44 C 3.404 1.159 -0.219
45 C 3.665 0.355 1.064
46 C 5.179 0.286 1.316
47 C 3.018 1.140 2.214
48 Si 2.862 -1.411 0.932
49 Br 0.750 -1.055 -0.017
50 C 2.511 -2.226 2.655
51 C 2.080 -3.686 2.450
52 C 1.344 -1.523 3.367
53 C 3.746 -2.198 3.567
54 C 3.811 -2.589 -0.282
55 C 2.895 -3.724 -0.766
56 C 5.070 -3.195 0.354
57 C 4.221 -1.799 -1.535
58 H 3.786 2.179 -0.094
59 H 2.335 1.215 -0.427
60 H 3.888 0.723 -1.092
61 H 5.575 1.300 1.445
62 H 5.706 -0.171 0.476
63 H 5.413 -0.287 2.217
64 H 3.389 2.171 2.204
65 H 3.259 0.711 3.188
66 H 1.933 1.170 2.097
67 H 1.238 -3.747 1.757
68 H 1.757 -4.108 3.407
69 H 2.899 -4.302 2.074
70 H 0.445 -1.540 2.749
71 H 1.571 -0.488 3.618
72 H 1.124 -2.054 4.301
73 H 4.604 -2.693 3.103
74 H 3.520 -2.719 4.503
75 H 4.039 -1.176 3.817
76 H 2.636 -4.425 0.026
77 H 3.410 -4.285 -1.554
78 H 1.971 -3.326 -1.188
79 H 4.823 -3.847 1.195
80 H 5.758 -2.424 0.712
81 H 5.597 -3.800 -0.392
82 H 3.349 -1.323 -1.989
83 H 4.653 -2.485 -2.272
84 H 4.969 -1.036 -1.313

Orbital gap (eV): 5.438
Strongest force on any atom (eV/A): 2.13
2S+1: 1
Net charge: -2
ΔE to the lowest compared entry with this formula, charge and spin (kcal/mol): 0.00
E (hartree): -5497.61203

Atom charges from the Mulliken analysis, given in e for atoms 1 to 4:
1. Ag 0.361
2. N -0.179
3. C -0.490
4. C 0.411



No. 4
C14H14N6Ru as an isolated structure. Source: OMol25; level of theory: wB97M-V/def2-TZVPD.

CARTESIAN COORDINATES (ANGSTROEM)
1 Ru 0.951 0.722 -0.067
2 C 3.418 1.143 0.409
3 C 2.831 0.749 1.611
4 C 1.706 1.447 2.110
5 C 1.245 2.611 1.446
6 C 1.840 3.003 0.242
7 C 2.891 2.236 -0.312
8 H 4.342 0.683 0.074
9 H 3.286 -0.031 2.212
10 H 1.303 1.195 3.084
11 H 0.511 3.248 1.925
12 H 1.578 3.955 -0.207
13 H 3.411 2.601 -1.191
14 N -1.748 2.670 -0.774
15 C -2.110 1.399 -0.613
16 N -3.369 1.088 -0.554
17 C -3.740 -0.197 -0.460
18 N -5.000 -0.508 -0.364
19 N -2.798 -1.201 -0.460
20 C -1.568 -0.866 -0.463
21 N -1.105 0.428 -0.506
22 C -0.532 -1.880 -0.432
23 C -0.804 -3.229 -0.486
24 C 0.266 -4.119 -0.483
25 C 1.566 -3.633 -0.458
26 C 1.758 -2.264 -0.410
27 N 0.721 -1.411 -0.381
28 H -2.460 3.382 -0.861
29 H -0.800 2.911 -0.998
30 H -5.702 0.221 -0.365
31 H -5.312 -1.469 -0.335
32 H -1.834 -3.553 -0.536
33 H 0.082 -5.186 -0.507
34 H 2.422 -4.293 -0.472
35 H 2.756 -1.848 -0.421

Orbital gap (alpha / beta) (eV): 5.455 / 5.757
Strongest force on any atom (eV/A): 2.83
2S+1: 2
Net charge: +3
Expectation value of S²: 0.766
ΔE to the lowest compared entry with this formula, charge and spin (kcal/mol): 0.00
E (hartree): -964.26543

Atom charges from the natural (NBO) analysis, given in e for atoms 1 to 4:
1. Ru 1.055
2. C -0.176
3. C -0.133
4. C -0.139



No. 5
A 2-piece molecular cluster, C10H16O overall. Source: OMol25; level of theory: wB97M-V/def2-TZVPD.

CARTESIAN COORDINATES (ANGSTROEM)
1 C -0.186 -0.788 1.682
2 C -0.646 0.243 0.758
3 C -1.375 -0.222 -0.571
4 C -2.272 -1.344 -0.612
5 C -2.879 -1.776 -1.728
6 C -2.730 -1.148 -2.958
7 O -3.379 -1.488 -4.058
8 C -1.966 0.096 -2.900
9 C -1.237 0.475 -1.758
10 H 0.315 -0.329 2.623
11 H 0.597 -1.232 1.078
12 H -0.916 -1.597 1.899
13 H -1.307 0.934 1.222
14 H 0.166 0.954 0.574
15 H -2.409 -1.729 0.377
16 H -3.372 -2.614 -1.588
17 H -3.290 -2.496 -4.095
18 H -2.086 0.766 -3.803
19 H -0.452 1.272 -1.855
20 C 3.656 2.246 2.003
21 C 3.678 0.753 1.871
22 H 2.691 2.813 2.183
23 H 4.094 2.537 2.963
24 H 4.255 2.636 1.077
25 H 3.174 0.583 0.880
26 H 4.653 0.175 2.050
27 H 3.225 0.279 2.688

Orbital gap (eV): 9.055
Strongest force on any atom (eV/A): 5.35
2S+1: 1
SMILES string: CCc1ccc(O)cc1.CC
ΔE to the lowest compared entry with this formula, charge and spin (kcal/mol): 69.85
E (hartree): -465.78648

Atom charges from the natural (NBO) analysis, given in e for atoms 1 to 4:
1. C -0.606
2. C -0.421
3. C -0.028
4. C -0.197



No. 6
A 2-piece molecular cluster, C3H3NO overall. Source: OMol25; level of theory: wB97M-V/def2-TZVPD.

CARTESIAN COORDINATES (ANGSTROEM)
1 C -0.592 -0.984 0.049
2 C -1.463 -0.139 0.071
3 O -2.227 0.897 0.036
4 H 0.131 -1.665 0.380
5 H -3.091 0.886 -0.444
6 C 2.384 0.356 -0.048
7 N 3.502 0.081 -0.031
8 H 1.355 0.568 -0.013

Orbital gap (eV): 10.217
Strongest force on any atom (eV/A): 2.15
2S+1: 1
SMILES string: C#CO.C#N
ΔE to the lowest compared entry with this formula, charge and spin (kcal/mol): 67.70
E (hartree): -245.98366

Atom charges from the natural (NBO) analysis, given in e for atoms 1 to 4:
1. C -0.424
2. C 0.331
3. O -0.665
4. H 0.243



Q: The highest E belongs to which entry?
A: C3H3NO



Q: The highest 2S+1 belongs to which entry?
A: C14H14N6Ru